Entry from OMol25: the molecule C4H7N3 (wB97M-V/def2-TZVPD).

Element x y z (Å)
C  1.49875  0.27713  0.74651
C  0.73185  -0.93033  0.66550
C  0.11626  1.43759  -0.69231
C  -1.08725  0.38884  -0.28221
N  1.23968  1.38704  0.13117
N  -1.23220  -1.93428  -0.16052
N  -0.50839  -0.95055  0.12485
H  2.23909  0.30747  1.53290
H  1.29090  -1.85802  0.76457
H  0.35439  1.38042  -1.77680
H  -0.36677  2.41286  -0.73218
H  -1.52059  0.83139  0.60558
H  -1.84525  0.18622  -0.90497
H  -0.91046  -2.93577  -0.02209

Computed properties:
Largest force on an atom (eV/Å): 5.4
Lowest unoccupied orbital energy (alpha / beta) (eV): 0.225 / 0.226
HOMO-LUMO gap (alpha / beta) (Ha): 0.2958 / 0.2959

Entry from OMol25: a 2-piece molecular cluster, CH5N2O2 overall (wB97M-V/def2-TZVPD).

Element x y z (Å)
C  -1.59464  -0.19651  -0.14488
N  1.73448  -0.64590  0.42372
N  0.27217  0.82359  -0.94737
O  0.63205  1.79664  -0.24810
O  1.31657  -0.31333  -0.83799
H  -1.50865  -1.17665  0.42382
H  -2.18623  0.64507  0.39999
H  -1.90344  -0.33460  -1.07187
H  0.90643  -0.68051  1.15991
H  2.33124  0.08220  0.84277

Computed properties:
Largest force on an atom (eV/Å): 5.6
Net charge: -1
Lowest unoccupied orbital energy (alpha / beta) (eV): 4.846 / 4.770
HOMO-LUMO gap (alpha / beta) (Ha): 0.2602 / 0.2464

Entry from OMol25: an isolated ion of composition C3H3N2OS2 and charge -1 (wB97M-V/def2-TZVPD).

Element x y z (Å)
C  0.20165  0.04631  -0.40369
C  -0.27531  -0.18698  -1.63070
C  -0.57245  -1.25560  0.46995
N  -1.30754  -1.82588  -0.48689
N  0.91779  1.10043  0.11059
O  -1.18812  -1.21552  -1.73923
S  0.02691  0.71182  -3.07089
S  -0.50826  -1.73961  2.05340
H  -1.49513  -2.81443  -0.44247
H  0.91996  1.80277  -0.74906
H  1.80693  0.95497  0.37581

Computed properties:
Largest force on an atom (eV/Å): 6.3
SMILES: Nc1c([S-])[nH]oc1=S
Net charge: -1
Lowest unoccupied orbital energy (eV): 3.456
HOMO-LUMO gap (Ha): 0.2461

Entry from OMol25: a 2-piece molecular cluster, C5H15N2O overall (wB97M-V/def2-TZVPD).

Element x y z (Å)
C  0.71796  0.82042  -1.87282
C  -0.56137  1.04116  -0.96346
C  -0.25650  0.28895  0.33410
C  -0.68529  -1.00719  0.31837
N  -0.09349  -2.07551  0.92392
C  0.46785  0.98419  1.43178
N  0.24826  0.83865  -3.30980
H  1.17281  -0.13599  -1.57122
H  1.51193  1.55913  -1.81351
H  -1.51435  0.68279  -1.33997
H  -0.59698  2.10192  -0.73207
H  -1.45602  -1.24490  -0.40402
H  -0.76135  -2.81288  1.11501
H  0.45009  -1.90318  1.75473
H  0.43900  0.45822  2.40277
H  0.09314  1.93490  1.83447
H  1.53658  1.07526  1.15571
H  -0.31510  -0.01761  -3.39198
H  1.05514  0.68709  -3.91712
H  -0.26327  1.68538  -3.53823
H  0.31563  -1.84717  4.21608
H  -1.20020  -1.69368  3.76901
O  -0.30448  -1.41991  3.59825

Computed properties:
Largest force on an atom (eV/Å): 2.6
Net charge: +1
Lowest unoccupied orbital energy (eV): -3.490
HOMO-LUMO gap (Ha): 0.2649

Entry from OMol25: C5H6O2 as an isolated structure (wB97M-V/def2-TZVPD).

Element x y z (Å)
O  2.23618  1.26286  -1.29711
C  1.60710  0.81920  -0.35641
C  0.77021  -0.44009  -0.43737
O  0.76659  -1.11272  0.82426
C  -1.18459  -1.01355  0.56087
C  -1.36946  0.43622  0.66435
C  -0.70914  -0.12888  -0.57256
H  1.56320  1.33823  0.62357
H  1.14225  -1.05818  -1.26879
H  -0.29864  -1.78742  0.89054
H  -2.39310  0.72310  0.42971
H  -0.90474  1.00978  1.46567
H  -1.22585  -0.04855  -1.52673

Computed properties:
Largest force on an atom (eV/Å): 1.2
Lowest unoccupied orbital energy (alpha / beta) (eV): -0.661 / -0.661
HOMO-LUMO gap (alpha / beta) (Ha): 0.3205 / 0.3204

Entry from OMol25: C24H29BBrF4HgN4 as an isolated structure (wB97M-V/def2-TZVPD).

Element x y z (Å)
Hg  -0.09795  1.23156  0.01606
C  -0.78590  -0.29147  3.17180
N  0.20873  -0.01977  2.14962
C  1.44162  -0.00345  2.46208
C  2.45851  0.27692  1.48477
C  3.83550  0.08427  1.55889
C  4.32571  0.31760  0.26499
C  3.21800  0.64615  -0.51590
N  2.09324  0.63527  0.22053
C  -1.89658  0.71968  3.08864
C  -1.94183  1.82154  3.93205
C  -2.92170  2.79270  3.77313
C  -3.86851  2.66532  2.76812
C  -3.84220  1.55348  1.93689
C  -2.86386  0.58679  2.09876
H  -0.32246  -0.27144  4.16914
H  -1.18444  -1.29132  2.99384
H  1.76852  -0.24809  3.48010
H  4.39080  -0.22296  2.43176
H  5.34962  0.25594  -0.07025
H  3.19436  0.90806  -1.56324
H  -1.18436  1.93623  4.69956
H  -2.93140  3.66218  4.41900
H  -4.60876  3.43919  2.61616
H  -4.57243  1.45478  1.14384
H  -2.83564  -0.28395  1.45393
C  -3.76176  -0.63156  -1.35691
C  -2.43939  -1.36994  -1.48355
N  -1.91497  -1.34462  -2.84586
C  -2.55011  -2.27993  -3.75544
C  -1.94802  -3.68098  -3.66748
C  -0.82110  -0.62074  -3.18052
C  -0.39085  -0.67513  -4.63178
N  -0.18132  0.08989  -2.32049
H  -4.08569  -0.65838  -0.31783
H  -4.54941  -1.09799  -1.95351
H  -3.66170  0.40574  -1.67499
H  -2.54912  -2.40937  -1.17882
H  -1.69296  -0.94174  -0.81952
H  -2.52257  -1.90225  -4.77750
H  -3.60476  -2.33060  -3.47769
H  -0.89599  -3.67573  -3.95625
H  -2.48245  -4.37096  -4.32435
H  -2.00696  -4.05495  -2.64519
H  -1.13045  -0.18416  -5.26674
H  -0.26763  -1.69817  -4.98454
H  0.55605  -0.15218  -4.74449
H  0.61207  0.54531  -2.75637
F  -1.83494  -4.59495  1.97022
B  -2.03828  -3.71643  0.90268
F  -1.18649  -2.60394  1.02427
F  -3.37192  -3.26336  0.89767
F  -1.78076  -4.37943  -0.31807
Br  -3.67454  8.14374  -0.34628
C  -2.31250  5.57044  -0.52293
C  -1.04021  5.48009  -0.01129
C  -0.44409  4.22216  0.11615
C  -1.12205  3.05870  -0.25852
C  -2.41176  3.19430  -0.76786
C  -3.01086  4.44868  -0.90330
H  -0.50195  6.36971  0.29548
H  0.56250  4.16112  0.52011
H  -2.97423  2.31648  -1.06400
H  -4.01609  4.52910  -1.30287

Computed properties:
Largest force on an atom (eV/Å): 0.5
Net charge: -2
Lowest unoccupied orbital energy (alpha / beta) (eV): 4.120 / 4.120
HOMO-LUMO gap (alpha / beta) (Ha): 0.2066 / 0.2414
Spin multiplicity: 2